This record from OMol25 describes 3 unconnected molecules or ions with the total composition C30H64NO9P3. The level of theory is ωB97M-V/def2-TZVPD.

- Kohn-Sham gap (eV) = 8.20
- 2S+1 = 1
- SMILES = CCP(CC)[C@@H]1NC(=O)C[C@@H]1CC[C@H](C)CCC=C(C)C.CCOP(=O)(OCC)OCC.CCOP(=O)(OCC)OCC

Last column: Mulliken charge in e.
Element x y z (Å)
C (2.034, -4.530, -0.111)  -1.088
C (1.646, -3.939, 1.261)  -0.712
P (-0.123, -4.092, 1.745)  -0.228
C (-0.303, -5.930, 1.902)  -0.560
C (-1.601, -6.514, 1.319)  -0.939
C (-1.108, -3.560, 0.253)  -0.416
N (-0.270, -2.496, -0.383)  -0.318
C (-1.229, -1.511, -0.862)  0.027
O (-1.193, -0.964, -1.929)  -0.550
C (-2.245, -1.348, 0.264)  -0.920
C (-2.502, -2.852, 0.523)  0.950
C (-3.226, -3.120, 1.837)  -0.729
C (-4.646, -2.528, 1.904)  -1.549
C (-5.773, -3.591, 1.880)  1.099
C (-5.946, -4.040, 0.403)  -1.055
C (-7.054, -2.893, 2.360)  -1.239
C (-8.233, -3.841, 2.746)  -0.532
C (-8.118, -5.319, 2.470)  -0.483
C (-8.972, -5.998, 1.652)  0.662
C (-9.844, -7.129, 2.154)  -1.435
C (-9.106, -5.679, 0.184)  -1.266
H (2.229, -3.716, -0.807)  0.315
H (2.949, -5.120, -0.072)  0.294
H (1.242, -5.127, -0.565)  0.275
H (1.901, -2.880, 1.285)  0.534
H (2.235, -4.416, 2.045)  0.540
H (-0.196, -6.162, 2.960)  0.444
H (0.546, -6.411, 1.408)  0.409
H (-1.435, -6.873, 0.305)  0.304
H (-2.420, -5.800, 1.321)  0.089
H (-1.914, -7.378, 1.905)  0.364
H (-1.304, -4.385, -0.431)  0.482
H (0.101, -1.977, 0.418)  0.228
H (-3.133, -0.890, -0.162)  0.425
H (-1.831, -0.844, 1.136)  0.347
H (-3.077, -3.111, -0.374)  -0.156
H (-3.222, -4.173, 2.116)  0.325
H (-2.626, -2.605, 2.591)  0.530
H (-4.851, -1.824, 1.095)  0.208
H (-4.755, -1.966, 2.834)  0.452
H (-5.486, -4.434, 2.509)  0.456
H (-6.832, -3.571, -0.021)  0.238
H (-5.067, -3.827, -0.198)  0.322
H (-6.149, -5.112, 0.376)  0.103
H (-6.808, -2.295, 3.240)  0.341
H (-7.377, -2.212, 1.572)  0.388
H (-8.406, -3.750, 3.819)  0.338
H (-9.132, -3.480, 2.245)  0.318
H (-7.344, -5.899, 2.975)  0.335
H (-9.977, -7.086, 3.229)  0.364
H (-9.460, -8.129, 1.903)  0.301
H (-10.805, -7.061, 1.645)  0.389
H (-9.139, -4.609, -0.035)  0.274
H (-8.263, -6.142, -0.330)  0.239
H (-10.008, -6.126, -0.241)  0.459
O (3.451, 1.979, -2.690)  -0.745
P (2.736, 2.567, -3.828)  1.102
O (2.679, 4.159, -3.763)  -0.319
C (3.897, 4.915, -3.793)  -0.233
C (4.550, 4.936, -5.163)  -1.255
O (1.169, 2.258, -3.641)  -0.396
C (0.697, 1.414, -2.585)  -0.171
C (0.314, 2.224, -1.362)  -0.494
O (2.798, 2.319, -5.392)  -0.292
C (3.197, 1.023, -5.897)  -0.264
C (2.212, -0.072, -5.542)  -1.040
H (4.585, 4.523, -3.042)  0.273
H (3.627, 5.929, -3.499)  0.353
H (4.914, 3.947, -5.444)  0.265
H (5.397, 5.622, -5.164)  0.425
H (3.835, 5.248, -5.924)  0.306
H (1.441, 0.657, -2.336)  0.337
H (-0.174, 0.890, -2.969)  0.327
H (1.090, 2.949, -1.115)  -0.220
H (0.160, 1.571, -0.501)  0.245
H (-0.607, 2.780, -1.543)  0.323
H (4.194, 0.781, -5.522)  0.301
H (3.270, 1.136, -6.976)  0.338
H (2.219, -0.286, -4.472)  0.239
H (2.475, -0.989, -6.070)  0.437
H (1.198, 0.219, -5.815)  0.259
O (4.869, 7.293, 2.641)  -0.746
P (5.547, 6.441, 1.658)  0.861
O (4.920, 4.987, 1.542)  -0.312
C (3.557, 4.828, 1.110)  -0.594
C (3.373, 5.101, -0.369)  -0.845
O (6.983, 6.034, 2.275)  -0.345
C (7.442, 6.582, 3.509)  -0.275
C (7.092, 5.685, 4.680)  -1.145
O (6.044, 6.696, 0.174)  -0.169
C (6.378, 8.035, -0.253)  -0.256
C (7.581, 8.600, 0.473)  -1.064
H (2.909, 5.471, 1.711)  0.348
H (3.295, 3.795, 1.332)  0.325
H (3.545, 6.155, -0.596)  0.348
H (2.361, 4.848, -0.683)  0.411
H (4.082, 4.519, -0.953)  0.158
H (7.045, 7.586, 3.657)  0.340
H (8.526, 6.673, 3.419)  0.350
H (6.049, 5.374, 4.632)  0.291
H (7.259, 6.203, 5.625)  0.349
H (7.703, 4.781, 4.667)  0.291
H (5.509, 8.684, -0.121)  0.312
H (6.576, 7.965, -1.321)  0.343
H (7.356, 8.796, 1.523)  0.245
H (7.883, 9.541, 0.012)  0.427
H (8.415, 7.900, 0.437)  0.258

Cartesian forces, eV/Å:
0.2 0.4 -0.1
0.0 -0.3 -0.9
-0.3 0.3 1.2
0.1 -0.1 -0.6
0.3 -0.2 0.3
0.2 0.5 0.2
-0.3 -0.1 -0.5
0.3 0.7 0.5
0.0 -0.5 0.5
-0.3 -1.0 -1.1
0.2 0.0 -0.3
0.2 0.8 -0.2
-0.3 -0.7 0.6
0.2 1.3 -1.1
-0.3 -0.9 0.8
0.0 -0.7 0.6
1.1 0.5 -1.5
-0.2 -0.2 -0.4
-0.1 0.1 0.1
1.4 -1.2 -0.5
-1.3 0.5 0.3
-0.1 0.0 -0.1
-0.1 -0.1 0.1
0.0 -0.1 0.1
0.1 0.0 0.1
-0.2 0.0 0.2
-0.1 0.1 0.1
0.0 0.0 0.0
-0.1 0.2 -0.1
-0.1 0.0 -0.1
-0.1 0.0 0.0
0.3 0.1 -0.2
0.5 -0.1 -0.1
0.0 0.4 0.4
0.0 0.2 -0.1
-0.4 -0.4 0.4
-0.1 0.0 -0.1
0.1 -0.2 0.1
0.2 0.0 0.0
0.1 0.1 0.0
-0.1 0.0 0.1
0.2 0.2 -0.2
0.0 0.0 -0.1
0.1 0.0 -0.2
0.0 0.1 -0.1
0.0 0.1 0.0
-0.1 -0.1 0.0
-0.1 0.0 0.1
-0.9 -0.1 1.4
-0.1 0.1 0.0
-0.1 0.0 0.0
-0.1 0.2 0.1
0.3 0.0 -0.1
0.1 0.2 0.0
-0.1 0.1 0.0
1.4 -0.5 -1.1
-3.6 1.1 1.4
0.4 -0.1 -0.4
0.3 0.2 0.0
-0.1 -0.2 -0.1
0.2 -0.1 -0.2
-0.2 0.0 0.2
-0.1 0.2 0.0
1.5 -0.5 0.1
0.1 -0.3 -0.1
-0.1 0.1 0.2
0.0 0.0 0.0
-0.1 -0.1 0.1
0.0 0.0 0.0
0.0 0.0 0.0
0.0 0.1 0.0
0.1 0.1 0.0
0.0 0.0 -0.1
0.1 -0.1 0.0
0.0 0.0 0.0
0.0 0.0 0.0
0.0 0.1 0.0
-0.1 0.2 0.0
0.0 0.0 0.0
0.0 0.0 0.0
0.0 0.0 -0.1
-0.7 1.1 -1.4
2.3 -2.5 2.1
-0.3 0.3 -0.5
-0.4 -0.1 -0.1
0.2 0.2 0.0
-0.1 0.2 -0.3
0.1 0.0 0.3
0.0 -0.2 0.0
-1.1 1.1 -0.2
0.1 0.3 -0.1
0.0 -0.1 0.2
0.1 0.0 0.0
0.1 0.0 0.1
-0.1 0.0 0.0
0.0 0.0 0.0
-0.1 -0.1 0.0
-0.2 -0.1 0.0
0.0 0.0 -0.1
0.0 0.1 0.0
0.0 0.0 0.0
0.0 0.0 0.0
0.0 -0.1 0.0
0.0 -0.2 0.0
0.0 0.0 0.0
0.0 0.0 0.0
0.0 0.0 -0.1